[1]
{
  "formula": "C26H21F6N8OPd",
  "method": "ωB97M-V/def2-TZVPD",
  "symbols": ["Pd", "C", "C", "C", "C", "C", "N", "C", "C", "C", "C", "C", "C", "C", "N", "C", "C", "C", "N", "C", "C", "N", "C", "C", "C", "N", "H", "H", "H", "H", "H", "H", "H", "H", "H", "H", "H", "H", "H", "H", "H", "H", "H", "H", "C", "C", "O", "C", "F", "F", "F", "C", "F", "F", "F", "H", "H", "H", "N", "C", "N", "C", "N"],
  "xyz": [[-0.18, -1.50, -0.74], [-3.68, 3.51, 2.41], [-2.78, 2.79, 1.45], [-1.45, 3.16, 1.27], [-0.60, 2.46, 0.43], [-1.03, 1.35, -0.32], [-0.19, 0.62, -1.12], [0.88, 1.28, -1.70], [0.67, 2.48, -2.41], [1.68, 3.16, -3.05], [2.99, 2.68, -3.03], [4.10, 3.37, -3.78], [3.22, 1.50, -2.34], [2.20, 0.83, -1.67], [2.60, -0.32, -0.91], [3.68, -0.40, -0.11], [3.81, -1.72, 0.27], [2.75, -2.37, -0.36], [2.03, -1.53, -1.08], [-2.38, 1.00, -0.13], [-3.22, 1.69, 0.73], [-2.95, -0.11, -0.83], [-4.15, -0.16, -1.44], [-4.37, -1.46, -1.84], [-3.22, -2.15, -1.43], [-2.38, -1.33, -0.81], [-3.34, 4.54, 2.57], [-3.70, 3.02, 3.39], [-4.71, 3.55, 2.05], [-1.05, 4.00, 1.83], [0.43, 2.76, 0.35], [-0.35, 2.86, -2.45], [1.46, 4.08, -3.58], [3.89, 4.44, -3.89], [4.24, 2.95, -4.78], [5.05, 3.28, -3.25], [4.22, 1.07, -2.31], [4.25, 0.48, 0.14], [4.55, -2.14, 0.93], [2.46, -3.41, -0.30], [-4.24, 1.34, 0.86], [-4.75, 0.74, -1.55], [-5.22, -1.84, -2.36], [-2.94, -3.18, -1.55], [-1.45, -0.74, 2.63], [-0.05, -1.32, 2.44], [0.51, -1.09, 1.23], [0.89, -0.64, 3.47], [2.12, -1.19, 3.50], [1.04, 0.66, 3.18], [0.42, -0.69, 4.74], [-0.11, -2.85, 2.72], [-1.07, -3.41, 1.97], [1.04, -3.48, 2.44], [-0.41, -3.14, 4.01], [-1.40, 0.34, 2.52], [-1.88, -1.00, 3.60], [-2.09, -1.14, 1.84], [-0.35, -3.68, -1.02], [0.05, -4.74, -0.71], [0.38, -5.93, -0.36], [1.55, -6.41, -0.73], [2.56, -6.91, -1.02]],
  "mulliken_charge": [0.3014, -1.5700, 0.5245, -1.2518, 0.0795, 0.9291, -0.0880, -0.1877, -0.1447, -0.9863, 0.5859, -1.5051, -0.4129, -0.2408, 0.9358, -0.2574, -1.0973, -0.1410, -0.9083, -0.2983, -0.1311, 0.3954, -0.2368, -1.0415, -0.3342, -0.1036, 0.3901, 0.2672, 0.3632, 0.3152, 0.5175, 0.4326, 0.3493, 0.3712, 0.2832, 0.3556, 0.4529, 0.5098, 0.4134, 0.4427, 0.4701, 0.4737, 0.3983, 0.4366, -1.9375, 1.1983, 0.1532, 0.2968, -0.2458, -0.2275, -0.3062, 0.4548, -0.2901, -0.2600, -0.3190, 0.3027, 0.4916, 0.3339, -0.4610, 0.5197, -0.7316, 0.5764, -0.6061],
  "total_charge": -1,
  "homo_lumo_gap_ev": [7.12, 6.75],
  "homo_energy_ev": [-4.58, -4.65],
  "spin_multiplicity": 3,
  "s2": 2.0065,
  "mol_weight_g_mol": 681.92,
  "e_lumo_ev": [2.54, 2.10]
}

[2]
{
  "formula": "C26H21FeN7S2",
  "method": "ωB97M-V/def2-TZVPD",
  "symbols": ["Fe", "N", "C", "C", "C", "C", "C", "C", "N", "C", "C", "C", "S", "C", "N", "H", "H", "H", "H", "H", "H", "H", "C", "C", "C", "C", "N", "C", "C", "C", "C", "C", "C", "N", "H", "H", "H", "H", "H", "H", "H", "H", "N", "C", "S", "C", "C", "C", "N", "C", "C", "H", "H", "H", "H", "H", "H"],
  "xyz": [[-0.03, 0.00, 0.28], [3.78, -0.04, 1.64], [4.21, -0.14, 0.33], [5.48, -0.24, -0.23], [5.54, -0.34, -1.61], [4.38, -0.34, -2.40], [3.12, -0.24, -1.84], [3.05, -0.15, -0.45], [1.96, -0.04, 0.39], [2.44, 0.02, 1.62], [1.48, 0.13, 2.71], [1.64, 0.21, 4.06], [0.12, 0.33, 4.81], [-0.65, 0.23, 3.30], [0.17, 0.14, 2.29], [4.37, -0.01, 2.46], [6.38, -0.24, 0.37], [6.50, -0.42, -2.09], [4.48, -0.42, -3.47], [2.23, -0.24, -2.46], [2.55, 0.23, 4.64], [-1.72, 0.26, 3.20], [-4.28, -0.63, 0.20], [-4.74, 0.66, 0.01], [-3.83, 1.70, -0.09], [-2.48, 1.42, -0.01], [-2.02, 0.16, 0.17], [-2.91, -0.83, 0.27], [-1.42, 2.45, -0.11], [-1.67, 3.80, -0.31], [-0.61, 4.68, -0.42], [0.68, 4.18, -0.34], [0.86, 2.83, -0.14], [-0.16, 1.98, -0.02], [-4.95, -1.47, 0.28], [-5.80, 0.86, -0.05], [-4.18, 2.71, -0.23], [-2.50, -1.83, 0.41], [-2.68, 4.17, -0.37], [-0.78, 5.73, -0.57], [1.54, 4.83, -0.44], [1.85, 2.40, -0.07], [0.48, -7.05, 0.24], [0.18, -6.23, -0.78], [-0.13, -6.75, -2.29], [0.13, -4.75, -0.43], [0.32, -4.25, 0.85], [0.25, -2.88, 1.07], [-0.01, -2.01, 0.10], [-0.20, -2.49, -1.14], [-0.14, -3.83, -1.44], [0.52, -8.04, 0.05], [0.68, -6.75, 1.17], [0.53, -4.87, 1.71], [0.40, -2.48, 2.06], [-0.41, -1.76, -1.92], [-0.30, -4.18, -2.45]],
  "mulliken_charge": [-0.1084, -0.0490, 0.9482, -1.2378, -0.4757, -0.8687, -0.7421, 0.1243, 0.8786, 0.2226, -0.6314, -0.1897, -0.0881, -0.1924, 0.4614, 0.2508, 0.4603, 0.4289, 0.4429, 0.4233, 0.4477, 0.4002, -0.8808, -0.5509, -0.8729, 0.4682, 0.2965, -0.3353, 1.1337, -0.8847, -0.5004, -0.9402, 0.0014, 0.4122, 0.4583, 0.4660, 0.4184, 0.4588, 0.4123, 0.4709, 0.4590, 0.3858, -0.2563, 0.1883, -0.3332, 1.3536, -0.9474, -0.8304, 0.4498, -0.6406, -0.7273, 0.2182, 0.1249, 0.2919, 0.4336, 0.4724, 0.4203],
  "total_charge": 2,
  "homo_lumo_gap_ev": [6.87, 6.99],
  "homo_energy_ev": [-12.96, -12.96],
  "mol_weight_g_mol": 551.48,
  "e_lumo_ev": [-6.09, -5.97]
}

[3]
{
  "formula": "C26H22BF5MnN4O2",
  "method": "ωB97M-V/def2-TZVPD",
  "symbols": ["Mn", "C", "N", "C", "C", "C", "C", "C", "C", "N", "C", "C", "C", "C", "C", "C", "N", "C", "C", "C", "C", "C", "N", "H", "H", "H", "H", "H", "H", "H", "H", "H", "H", "H", "H", "H", "H", "H", "H", "H", "H", "F", "C", "F", "C", "F", "F", "F", "O", "B", "O", "C", "C", "C", "C", "C", "C", "H", "H", "H", "H"],
  "xyz": [[0.62, 0.03, 0.16], [1.84, -2.58, -0.10], [0.52, -1.93, -0.39], [-0.57, -2.55, 0.40], [-0.54, -2.01, 1.80], [-0.93, -2.73, 2.91], [-0.93, -2.09, 4.15], [-0.54, -0.76, 4.23], [-0.16, -0.11, 3.07], [-0.16, -0.72, 1.88], [0.23, -1.95, -1.84], [1.03, -0.89, -2.53], [1.40, -0.95, -3.86], [2.11, 0.10, -4.40], [2.46, 1.18, -3.59], [2.06, 1.17, -2.28], [1.34, 0.16, -1.75], [2.82, -1.70, 0.62], [4.06, -2.16, 1.03], [4.92, -1.29, 1.66], [4.53, 0.03, 1.87], [3.28, 0.42, 1.43], [2.44, -0.43, 0.82], [2.28, -2.91, -1.04], [1.67, -3.48, 0.50], [-0.51, -3.64, 0.39], [-1.51, -2.27, -0.06], [-1.23, -3.76, 2.81], [-1.24, -2.63, 5.04], [-0.52, -0.24, 5.17], [0.15, 0.92, 3.09], [-0.83, -1.76, -1.98], [0.44, -2.94, -2.26], [1.12, -1.81, -4.46], [2.41, 0.08, -5.44], [3.04, 2.01, -3.97], [2.31, 1.99, -1.61], [4.34, -3.19, 0.85], [5.89, -1.62, 2.00], [5.17, 0.75, 2.36], [2.93, 1.43, 1.56], [0.39, 2.35, -0.23], [-1.00, 2.33, -0.40], [-1.27, 0.96, -0.48], [-1.31, 2.93, -1.77], [-2.63, 2.89, -1.95], [-0.89, 4.18, -1.80], [-0.72, 2.24, -2.74], [-2.04, 4.28, 0.97], [-1.71, 2.97, 0.88], [-1.95, 2.22, 2.00], [-2.51, 3.16, 2.88], [-2.96, 2.96, 4.16], [-3.47, 4.08, 4.81], [-3.51, 5.33, 4.19], [-3.05, 5.52, 2.89], [-2.56, 4.39, 2.27], [-2.95, 1.99, 4.63], [-3.85, 3.99, 5.82], [-3.91, 6.18, 4.73], [-3.08, 6.48, 2.39]],
  "mulliken_charge": [-0.3369, -1.2286, 0.6861, -1.2816, 1.0554, -1.0999, -0.3662, -1.0362, -0.2063, 0.3854, -1.3859, 0.8921, -1.0847, -0.4639, -0.9386, -0.2858, 0.9169, 0.7715, -1.1192, -0.3225, -0.8937, -0.3733, 0.4355, 0.5445, 0.5868, 0.4709, 0.4120, 0.5124, 0.4611, 0.4967, 0.5919, 0.4184, 0.5760, 0.5250, 0.4570, 0.4886, 0.4981, 0.5434, 0.4497, 0.4616, 0.5317, -0.3957, 0.9008, -0.3024, 0.6001, -0.2333, -0.2290, -0.1571, -0.5143, 0.7808, -0.3207, 0.7387, -0.9993, -0.5818, -0.5654, -0.9310, 0.6037, 0.5170, 0.4157, 0.4125, 0.5149],
  "total_charge": 2,
  "homo_lumo_gap_ev": [8.43, 8.23],
  "homo_energy_ev": [-13.85, -13.85],
  "spin_multiplicity": 2,
  "s2": 0.7892,
  "mol_weight_g_mol": 583.23,
  "e_lumo_ev": [-5.42, -5.62]
}

[4]
{
  "formula": "C26H22Cl5N7Ni",
  "method": "ωB97M-V/def2-TZVPD",
  "symbols": ["Ni", "C", "C", "C", "C", "C", "N", "C", "C", "C", "C", "C", "C", "C", "N", "C", "C", "C", "N", "C", "C", "N", "C", "C", "C", "N", "H", "H", "H", "H", "H", "H", "H", "H", "H", "H", "H", "H", "H", "H", "H", "H", "H", "H", "Cl", "C", "C", "C", "Cl", "C", "Cl", "C", "Cl", "C", "Cl", "N", "N", "H", "H", "H", "H"],
  "xyz": [[0.46, -0.05, 0.46], [-5.05, 0.12, 4.29], [-4.15, 0.28, 3.09], [-3.62, 1.51, 2.73], [-2.74, 1.63, 1.66], [-2.36, 0.53, 0.88], [-1.39, 0.58, -0.10], [-1.40, 1.68, -0.96], [-2.39, 1.76, -1.95], [-2.37, 2.72, -2.94], [-1.34, 3.66, -3.02], [-1.24, 4.64, -4.15], [-0.37, 3.62, -2.02], [-0.43, 2.69, -0.99], [0.50, 2.88, 0.10], [1.04, 4.07, 0.48], [1.79, 3.84, 1.60], [1.64, 2.47, 1.85], [0.86, 1.90, 0.94], [-2.98, -0.69, 1.21], [-3.82, -0.82, 2.30], [-2.94, -1.83, 0.32], [-4.12, -2.23, -0.25], [-3.87, -2.87, -1.43], [-2.48, -2.86, -1.58], [-1.93, -2.22, -0.52], [-5.34, 1.10, 4.68], [-4.55, -0.42, 5.09], [-5.96, -0.42, 4.04], [-3.87, 2.39, 3.31], [-2.31, 2.59, 1.42], [-3.16, 1.01, -1.94], [-3.15, 2.73, -3.69], [-2.23, 4.89, -4.53], [-0.67, 4.23, -4.98], [-0.76, 5.56, -3.84], [0.44, 4.33, -2.05], [0.81, 4.97, -0.05], [2.34, 4.56, 2.18], [2.04, 1.88, 2.66], [-4.23, -1.79, 2.53], [-5.04, -1.93, 0.21], [-4.58, -3.31, -2.10], [-1.84, -3.33, -2.29], [-0.16, -1.24, -2.84], [0.28, -2.22, -1.46], [-0.55, -2.19, -0.29], [0.09, -2.51, 0.95], [-0.59, -2.05, 2.49], [1.30, -3.18, 0.94], [2.10, -3.55, 2.43], [1.96, -3.48, -0.28], [3.37, -4.47, -0.29], [1.47, -2.91, -1.46], [2.41, -3.03, -2.90], [2.93, -0.09, -1.01], [2.53, -0.38, 0.34], [3.84, 0.34, -1.04], [2.24, 0.54, -1.41], [2.89, -1.29, 0.57], [2.94, 0.29, 0.99]],
  "mulliken_charge": [-0.0694, -1.4927, 0.5678, -1.1702, -0.4709, 0.7633, 1.3879, -0.4872, -0.2464, -1.0001, 0.4810, -1.5591, -0.6343, 0.0496, 0.3963, -0.1464, -1.2721, -0.2988, -0.0281, -0.8903, -0.2388, 0.1516, -0.1902, -1.2590, -0.1421, 0.8613, 0.3631, 0.3007, 0.3345, 0.3216, 0.4424, 0.4881, 0.3667, 0.3788, 0.2905, 0.3627, 0.5287, 0.4796, 0.4217, 0.5215, 0.4960, 0.4625, 0.4633, 0.5420, -0.1172, 0.2035, -1.0161, 0.8213, -0.0682, -0.3415, -0.1564, 0.1609, -0.1848, 0.1002, -0.2001, -0.4141, -0.4249, 0.2526, 0.1389, 0.2915, 0.3272],
  "total_charge": 0,
  "homo_lumo_gap_ev": [5.53, 6.91],
  "homo_energy_ev": [-5.18, -6.86],
  "spin_multiplicity": 3,
  "s2": 2.0357,
  "mol_weight_g_mol": 668.47,
  "e_lumo_ev": [0.35, 0.04]
}